94
Properties=species:S:1:pos:R:3:forces:R:3:lowdin_charge:R:1 method="wB97M-V/def2-TZVPD" largest_force_ev_per_a=1.7 e_lumo_ev=-2.81 orbital_gap_ev=7.851 total_charge=+1 molar_mass_g_mol=594.50
C 3.176 0.301 1.770 -0.2 0.3 0.3 -0.11
C 4.159 1.421 1.410 0.4 -0.7 0.0 -0.24
C 4.575 1.500 -0.062 -0.2 0.8 -0.1 -0.21
C 3.428 1.330 -1.068 0.2 -0.8 0.0 -0.21
C 3.411 -0.089 -1.678 -0.1 0.3 0.3 -0.20
C 2.013 -0.587 -2.039 0.3 -0.1 -0.1 -0.22
C 1.551 -0.170 -3.437 -0.4 -0.4 0.1 -0.20
C 0.512 -1.133 -4.016 -0.1 0.4 0.7 -0.18
C -0.766 -1.135 -3.147 0.2 -0.2 -0.4 -0.21
C -2.063 -0.877 -3.908 0.1 -0.6 0.1 -0.19
C -3.263 -1.315 -3.070 -0.2 0.5 -0.1 -0.17
C -3.706 -0.219 -2.083 0.1 -0.3 -0.2 -0.08
N -3.255 -0.445 -0.697 -0.1 -0.4 -0.1 0.06
C -2.660 0.530 0.117 0.7 0.1 0.8 0.03
B -2.340 2.033 -0.210 -0.1 0.2 -0.3 -0.52
O -2.115 2.871 0.873 0.1 -0.3 -0.2 0.15
N -2.274 2.539 -1.573 0.1 0.4 0.7 -0.12
C -0.861 2.473 -2.003 -0.5 -0.7 0.0 -0.06
C -2.777 3.930 -1.644 -0.2 -0.4 -0.1 -0.05
C -2.338 -0.086 1.305 -0.4 0.2 -1.4 -0.29
N -1.706 0.445 2.411 -0.2 -0.3 0.2 0.13
N -2.768 -1.431 1.185 0.7 0.6 1.0 -0.19
P -2.571 -2.682 2.394 -0.8 -1.4 -0.6 0.96
P -0.451 -3.135 2.142 0.7 0.7 0.7 0.25
O 0.071 -3.797 3.322 -0.2 -0.2 0.2 -0.27
O 0.294 -1.733 1.864 -0.2 -0.3 -0.3 -0.16
O -0.388 -3.916 0.767 -0.4 0.2 -0.3 -0.14
C -3.325 -1.593 -0.040 -0.1 0.2 0.2 -0.36
N -3.833 -2.782 -0.474 -0.6 0.0 0.4 0.18
H 2.544 0.632 2.593 -0.1 -0.1 0.1 0.07
H 2.502 0.035 0.960 0.0 -0.1 -0.2 0.03
H 3.674 -0.598 2.123 0.1 -0.2 -0.2 0.08
H 5.066 1.236 1.984 0.1 0.2 0.1 0.10
H 3.793 2.381 1.763 -0.3 0.2 -0.2 0.10
H 5.004 2.490 -0.216 0.2 0.1 0.1 0.10
H 5.387 0.808 -0.272 0.0 -0.3 -0.1 0.11
H 3.495 2.081 -1.850 -0.1 0.1 -0.1 0.10
H 2.474 1.450 -0.556 -0.1 0.4 0.1 0.09
H 3.865 -0.760 -0.951 0.0 -0.1 0.1 0.10
H 4.055 -0.119 -2.555 0.1 -0.1 -0.1 0.11
H 1.316 -0.206 -1.288 -0.1 0.0 0.1 0.08
H 1.994 -1.677 -1.950 0.0 -0.1 -0.2 0.11
H 2.411 -0.119 -4.100 0.1 0.2 -0.1 0.11
H 1.065 0.803 -3.360 0.3 0.3 -0.3 0.10
H 0.266 -0.860 -5.039 0.0 0.0 -0.2 0.11
H 0.927 -2.138 -4.001 0.1 -0.1 -0.3 0.11
H -0.847 -2.116 -2.678 -0.1 -0.1 0.1 0.11
H -0.654 -0.415 -2.339 -0.1 0.0 0.1 0.07
H -2.046 -1.479 -4.815 0.0 0.0 -0.1 0.12
H -2.153 0.163 -4.213 0.0 0.1 -0.1 0.12
H -2.977 -2.229 -2.564 -0.1 -0.2 0.1 0.08
H -4.118 -1.561 -3.694 0.0 0.0 -0.2 0.12
H -3.250 0.715 -2.388 0.0 0.3 0.2 0.10
H -4.781 -0.058 -2.083 -0.2 -0.1 0.1 0.14
H -1.209 2.764 1.188 -0.1 0.2 0.4 0.12
H -0.793 2.807 -3.033 0.2 0.2 -0.1 0.10
H -0.541 1.432 -1.966 0.1 0.0 -0.1 0.05
H -0.192 3.045 -1.358 0.0 0.3 -0.1 0.09
H -3.213 4.093 -2.626 0.2 0.2 -0.2 0.09
H -2.002 4.663 -1.436 0.1 0.1 0.0 0.08
H -3.586 4.062 -0.930 0.0 0.1 0.1 0.09
H -1.208 -0.235 2.971 0.1 0.1 0.0 0.07
H -2.316 1.011 2.985 0.1 0.2 0.0 0.12
H -2.618 -1.987 3.608 0.3 0.4 -0.2 -0.05
H 0.098 -1.360 0.993 0.2 0.2 0.0 0.07
H 0.328 -3.620 0.190 0.1 -0.2 -0.1 0.09
H -4.740 -2.694 -0.921 0.2 0.1 -0.4 0.13
H -3.940 -3.438 0.294 0.2 -0.1 0.0 0.07
C 2.053 6.323 -3.620 -0.1 0.0 -0.1 -0.16
C 1.634 7.387 -2.609 0.1 -0.1 0.1 -0.16
C 0.339 6.803 -2.064 -0.1 0.0 -0.1 -0.20
O 0.482 5.377 -2.125 0.0 0.0 0.0 -0.18
C 1.630 5.043 -2.915 0.1 0.0 0.1 -0.21
H 3.115 6.339 -3.860 0.0 0.0 0.0 0.12
H 1.492 6.446 -4.548 0.0 0.0 0.0 0.12
H 2.378 7.462 -1.814 0.0 0.0 0.0 0.12
H 1.499 8.376 -3.043 0.0 0.0 0.0 0.12
H -0.519 7.092 -2.680 0.0 0.0 0.0 0.12
H 0.140 7.098 -1.033 0.0 -0.1 0.0 0.12
H 2.418 4.679 -2.246 0.0 0.0 0.0 0.11
H 1.368 4.242 -3.609 0.0 0.0 0.0 0.11
C -0.239 -5.992 5.916 -0.1 0.0 0.1 -0.19
C 0.971 -6.183 6.826 0.0 -0.1 0.0 -0.17
C 0.307 -6.507 8.158 0.0 0.1 0.0 -0.20
O -0.916 -7.178 7.846 0.0 0.0 0.0 -0.14
C -1.194 -7.051 6.452 0.1 -0.1 0.0 -0.21
H -0.017 -6.116 4.858 0.0 0.0 0.0 0.10
H -0.660 -4.995 6.059 0.0 0.0 0.0 0.11
H 1.566 -7.033 6.484 0.0 0.0 0.0 0.11
H 1.623 -5.313 6.880 0.0 0.0 0.0 0.11
H 0.070 -5.594 8.716 0.1 0.0 0.0 0.12
H 0.916 -7.151 8.793 0.0 0.0 0.0 0.12
H -1.020 -8.020 5.973 0.0 0.0 -0.1 0.12
H -2.244 -6.784 6.320 0.0 0.0 0.1 0.11